Here is one molecule with the formula C5H12N2O from the Open Molecules 2025 dataset. Energies are from ωB97M-V with the def2-TZVPD basis set.

Structure (XYZ):
```
20
Properties=species:S:1:pos:R:3:lowdin_charge:R:1
C -2.129 0.507 0.591 -0.249
O -2.703 1.745 0.968 -0.064
C -0.609 0.533 0.519 -0.416
C -0.084 -0.851 0.147 -0.177
C 1.365 -0.839 -0.311 -0.251
C 2.370 -0.969 -2.408 -0.065
N 1.445 -0.471 -1.714 -0.032
N 0.011 1.016 1.744 0.055
H -2.544 0.150 -0.357 0.119
H -2.433 -0.201 1.362 0.123
H -2.328 2.451 0.428 0.085
H -0.323 1.217 -0.283 0.142
H -0.712 -1.235 -0.664 0.112
H -0.275 -1.544 0.965 0.115
H 1.897 -0.073 0.250 0.112
H 1.822 -1.814 -0.113 0.108
H 3.075 -1.699 -1.996 0.073
H 2.475 -0.677 -3.447 0.062
H 0.189 2.006 1.752 0.069
H -0.509 0.748 2.569 0.079
```

Computed properties:
**Multiplicity**: 1
**Kohn-Sham gap**: 0.3727 Eh
**SMILES string**: C=NCC[C@H](N)CO
**Strongest force on any atom**: 0.73 eV/Å
**HOMO level**: -9.17 eV
**DFT total energy**: -10406.33252 eV